The following is a quantum chemistry calculation of the molecule C25H30N6O4, from the OMol25 dataset.

```
65
Properties=species:S:1:pos:R:3:forces:R:3
C 0.173 0.603 2.259 0.15 0.23 -0.07
H -0.853 0.834 2.534 -0.08 -0.02 0.05
H 0.707 0.297 3.155 0.05 -0.06 0.11
H 0.173 -0.228 1.558 0.00 -0.13 -0.08
C 0.866 1.820 1.656 0.15 -0.07 0.51
N 0.255 2.205 0.393 -0.88 -0.25 0.16
C 0.898 2.801 -0.642 0.43 0.24 -0.27
O 0.304 3.185 -1.632 0.07 0.16 -0.19
C 2.419 2.897 -0.536 -0.04 0.05 -0.17
N 2.978 1.560 -0.566 0.18 0.15 -0.03
C 2.917 0.972 -1.891 -0.12 -0.11 -0.03
C 3.615 -0.401 -1.840 -0.06 0.03 0.01
N 3.643 -0.919 -0.494 0.33 -0.04 -0.20
C 2.539 -1.570 0.033 -0.21 -0.24 0.11
C 1.350 -1.750 -0.685 0.20 0.08 0.05
C 0.290 -2.464 -0.160 -0.16 -0.30 0.38
C 0.372 -3.021 1.109 0.27 0.18 -0.14
C 1.550 -2.867 1.828 -0.22 -0.02 -0.06
C 2.613 -2.166 1.297 -0.02 0.09 -0.04
H 3.524 -2.107 1.871 0.10 0.01 0.02
H 1.642 -3.314 2.810 0.02 -0.04 0.09
O -0.704 -3.706 1.599 -0.16 -0.17 0.14
H -0.491 -4.047 2.475 0.00 0.05 -0.10
H -0.619 -2.604 -0.726 -0.15 0.00 -0.10
H 1.242 -1.343 -1.677 0.03 0.09 -0.15
C 4.475 -0.088 0.356 0.21 0.08 0.05
C 4.311 1.404 -0.019 -0.05 -0.09 0.04
H 5.089 1.717 -0.735 -0.01 0.04 0.05
H 4.415 2.021 0.876 0.02 0.01 -0.04
H 4.181 -0.228 1.395 0.03 0.01 -0.05
H 5.525 -0.387 0.246 -0.03 0.05 0.13
H 3.142 -1.118 -2.510 0.07 0.04 -0.04
H 4.658 -0.297 -2.156 -0.09 -0.02 -0.06
H 3.407 1.615 -2.644 -0.06 -0.03 0.03
H 1.865 0.881 -2.173 0.01 0.01 -0.12
H 2.691 3.395 0.397 0.03 -0.04 0.01
H 2.767 3.517 -1.378 -0.10 -0.03 0.15
C -1.171 2.236 0.364 0.24 -0.05 -0.17
C -1.854 1.353 -0.436 0.57 0.41 0.36
N -1.196 0.450 -1.201 -0.23 0.14 -0.11
H -1.679 -0.373 -1.518 0.09 -0.03 0.08
H -0.212 0.353 -1.002 -0.01 -0.01 0.05
N -3.223 1.394 -0.507 -0.07 -0.16 -0.24
C -3.970 2.321 0.207 0.09 0.06 0.13
O -5.178 2.363 0.140 -0.35 0.04 0.01
N -3.246 3.159 1.001 -0.15 0.36 0.24
C -1.853 3.225 1.145 -0.11 -0.48 -0.34
O -1.357 4.038 1.898 0.13 0.19 0.11
H -3.780 3.851 1.515 0.07 -0.16 -0.09
C -3.945 0.478 -1.377 -0.32 -0.02 -0.12
C -3.771 -0.962 -0.966 -0.06 -0.13 -0.06
C -3.563 -1.951 -1.922 -0.06 0.20 0.06
C -3.401 -3.272 -1.540 0.00 -0.15 0.02
C -3.436 -3.617 -0.200 -0.02 -0.07 -0.09
C -3.644 -2.637 0.757 -0.05 0.05 0.03
C -3.813 -1.319 0.377 -0.03 0.00 -0.06
H -3.982 -0.556 1.123 0.01 0.08 0.11
H -3.673 -2.903 1.802 0.02 -0.02 0.10
H -3.297 -4.643 0.100 0.04 -0.10 0.03
H -3.240 -4.030 -2.292 0.01 -0.07 -0.06
H -3.534 -1.684 -2.970 0.02 0.04 -0.11
H -5.000 0.765 -1.292 0.26 -0.03 -0.10
H -3.624 0.632 -2.412 -0.04 -0.03 0.08
H 1.907 1.569 1.466 -0.06 0.05 0.05
H 0.804 2.660 2.358 0.08 -0.06 -0.07
```
Forces are in eV/Å.

Values from the calculation:
Lowest unoccupied orbital energy: 0.019 Ha
HOMO energy: -7.61 eV
Energy relative to the best compared isomer or geometry (same formula, charge and spin): 0.0000 eV
HOMO-LUMO gap: 8.136 eV
SMILES: CCN(C(=O)CN1CCN(c2ccc(O)cc2)CC1)c1c(N)n(Cc2ccccc2)c(=O)[nH]c1=O


The following is a quantum chemistry calculation of a cluster of 2 separate species, C9H11NO in total, from the OMol25 dataset.

```
22
Properties=species:S:1:pos:R:3:forces:R:3
C 0.563 1.111 -0.752 -0.02 2.44 0.45
C 0.225 0.670 0.452 0.44 -0.10 1.67
C -0.430 -3.078 0.667 -0.33 -0.22 1.66
C -0.383 -3.325 -0.671 0.34 -0.66 -2.08
C -0.276 -1.792 1.143 0.22 0.77 1.29
C -0.073 -2.311 -1.563 -0.25 -0.07 -1.32
C 0.035 -0.733 0.288 -0.99 -1.33 0.61
C 0.134 -1.044 -1.072 0.24 0.41 0.82
N 0.448 0.139 -1.656 0.97 0.30 -3.96
C 0.301 1.463 1.716 -0.18 -0.44 0.59
H 0.849 2.147 -0.930 -0.03 -0.45 -0.58
H -0.612 -3.955 1.303 0.00 0.72 0.09
H -0.558 -4.350 -1.024 0.11 0.54 0.01
H -0.346 -1.506 2.201 -0.08 -0.66 -0.26
H -0.047 -2.386 -2.658 -0.01 -0.61 0.48
H 0.770 0.330 -2.608 -0.44 -0.73 0.55
H -0.347 2.356 1.728 0.27 -0.39 -0.05
H 1.337 1.778 1.925 -0.43 -0.08 0.02
H -0.027 0.779 2.517 0.17 0.57 0.04
O -0.348 4.642 0.018 -0.47 -0.26 -1.11
H -0.174 5.089 -0.841 -0.24 -0.47 0.91
H -1.042 3.975 -0.184 0.70 0.69 0.17
```
Forces are in eV/Å.

Values from the calculation:
Lowest unoccupied orbital energy: 0.023 Ha
HOMO energy: -7.73 eV
Energy relative to the best compared isomer or geometry (same formula, charge and spin): 0.2713 eV
HOMO-LUMO gap: 8.365 eV
SMILES: Cc1c[nH]c2ccccc12.O


The following is a quantum chemistry calculation of a cluster of 11 separate species, C24H66O12S10 in total, from the OMol25 dataset.

```
112
Properties=species:S:1:pos:R:3:forces:R:3
C 20.634 -0.046 -22.097 0.18 -0.15 1.01
S 20.553 -1.646 -21.184 -1.87 1.24 1.41
O 19.355 -1.389 -20.257 0.26 -0.76 -1.32
C 21.840 -1.509 -19.973 2.16 0.36 0.02
H 21.526 0.078 -22.711 -0.14 -0.08 -0.02
H 20.598 0.689 -21.294 0.39 0.13 -0.07
H 19.696 0.093 -22.634 0.15 -0.50 -0.25
H 22.716 -0.973 -20.337 0.28 -0.37 -0.73
H 22.135 -2.519 -19.687 -0.09 0.07 -0.03
H 21.684 -0.940 -19.057 -1.31 -0.12 -0.14
C 19.610 -5.361 -16.875 0.76 -0.41 0.05
S 19.908 -3.578 -16.403 -0.52 -1.30 -1.24
O 20.809 -3.014 -17.484 -0.73 -0.36 1.22
C 18.218 -3.052 -16.863 -0.05 1.04 0.18
H 20.567 -5.866 -17.003 0.43 0.65 -0.50
H 19.031 -5.430 -17.796 0.10 0.27 0.02
H 19.212 -6.072 -16.151 -0.77 0.83 0.59
H 18.048 -2.087 -16.386 0.33 0.36 -0.15
H 17.315 -3.585 -16.565 0.55 -0.90 0.02
H 18.250 -2.913 -17.943 0.03 -0.07 -0.07
C 18.622 0.991 -18.803 0.74 0.08 0.12
S 19.219 0.740 -17.057 -0.88 1.94 -0.30
O 20.053 1.989 -16.723 -0.56 -1.58 0.29
C 17.635 1.060 -16.069 1.39 0.18 -1.86
H 17.902 0.216 -19.071 0.04 0.23 0.12
H 19.474 0.903 -19.476 0.27 -0.91 0.50
H 18.352 2.007 -19.092 -0.87 0.21 1.06
H 17.269 1.979 -16.526 -0.30 -0.09 0.10
H 18.005 1.269 -15.066 -0.30 -0.51 0.05
H 16.958 0.231 -16.275 -0.09 0.08 0.63
C 14.249 4.078 -19.654 0.89 0.14 -0.45
S 15.758 3.008 -19.495 -0.85 -0.88 -0.13
O 15.482 2.198 -18.238 0.46 0.40 -0.52
C 15.586 1.736 -20.861 -0.16 0.40 0.00
H 13.737 3.865 -20.593 -0.33 -0.20 0.38
H 14.560 5.122 -19.701 0.33 -0.05 -0.12
H 13.694 3.987 -18.720 -0.20 -0.57 -0.35
H 15.814 2.052 -21.879 0.18 0.79 0.24
H 14.590 1.299 -20.920 -0.05 0.03 0.58
H 16.331 0.981 -20.610 -0.15 -0.02 0.27
C 21.678 -0.512 -14.855 0.40 -0.46 0.01
S 22.679 0.005 -13.359 -1.09 -1.24 -0.59
O 23.547 -1.147 -12.877 -1.45 1.71 -0.47
C 21.217 0.374 -12.253 0.97 -0.55 0.29
H 20.830 -1.083 -14.478 0.14 -0.13 0.34
H 22.274 -1.155 -15.503 0.24 0.07 0.16
H 21.271 0.317 -15.434 0.42 0.67 0.29
H 21.498 1.001 -11.406 0.14 -0.09 -0.17
H 20.970 -0.640 -11.938 -0.21 0.08 0.21
H 20.408 0.811 -12.837 0.37 0.07 -0.29
C 14.122 -2.112 -17.247 -0.97 -0.62 -1.08
S 14.958 -3.266 -18.424 0.32 1.49 -1.84
O 14.009 -3.933 -19.374 -0.06 0.13 1.21
C 15.589 -1.857 -19.537 -0.13 -0.59 0.56
H 13.610 -2.721 -16.502 0.48 0.20 0.38
H 13.307 -1.645 -17.800 0.01 0.09 -0.20
H 14.768 -1.309 -16.893 0.22 -0.45 0.27
H 15.643 -2.194 -20.572 0.01 -0.57 0.25
H 16.590 -1.549 -19.236 -0.11 0.24 0.14
H 14.839 -1.066 -19.524 0.19 0.11 0.34
C 24.281 3.212 -19.138 -1.22 0.63 -0.44
S 22.666 3.817 -19.855 0.00 -0.40 -0.22
O 22.608 3.339 -21.305 -0.04 -0.07 1.98
C 21.573 2.847 -18.713 0.73 -0.33 0.01
H 24.206 2.125 -19.170 0.61 0.11 -0.24
H 24.442 3.579 -18.124 -0.38 -0.03 0.05
H 25.003 3.728 -19.770 0.20 -0.69 -0.14
H 20.516 2.854 -18.979 0.36 0.44 -0.17
H 21.698 3.179 -17.682 -0.14 1.04 -0.28
H 21.867 1.817 -18.509 0.23 -0.39 -0.99
C 16.723 4.933 -14.341 -0.86 0.23 -1.57
S 17.966 5.960 -15.272 2.79 -2.10 1.26
O 19.344 5.724 -14.632 -1.81 0.74 -0.61
C 18.154 4.967 -16.833 -0.76 0.20 0.40
H 16.440 5.232 -13.332 0.64 0.47 -0.13
H 16.716 3.845 -14.400 0.98 -0.05 -0.06
H 15.892 5.195 -14.996 -0.67 0.07 0.17
H 17.174 4.828 -17.291 -0.02 0.04 -0.17
H 18.632 4.001 -16.668 -0.03 0.07 0.51
H 18.811 5.533 -17.493 -0.18 0.27 0.16
C 16.068 -3.737 -13.474 0.50 0.90 -0.42
S 16.383 -1.943 -13.170 -2.85 -1.30 0.63
O 15.507 -1.219 -14.149 1.02 -0.04 -0.24
C 15.264 -1.926 -11.690 1.29 1.47 -0.39
H 16.021 -3.739 -14.563 0.35 -0.53 -0.01
H 15.103 -4.076 -13.098 0.20 0.22 0.17
H 16.920 -4.254 -13.033 -0.17 -0.39 -0.29
H 15.220 -0.839 -11.625 -0.20 0.09 0.74
H 15.760 -2.350 -10.817 -0.32 -0.10 -0.01
H 14.246 -2.247 -11.913 0.39 -0.49 -0.21
C 19.647 3.359 -22.546 -0.84 0.75 0.38
S 18.194 3.527 -23.724 1.27 1.95 0.16
O 17.028 4.130 -22.985 0.69 -0.88 0.19
C 18.889 5.045 -24.590 -1.08 -1.00 -0.76
H 19.437 2.560 -21.834 -0.05 -0.03 -0.16
H 19.646 4.309 -22.013 -0.24 0.02 0.23
H 20.672 3.295 -22.912 -0.30 -0.41 -0.67
H 19.446 4.743 -25.477 0.49 -0.04 0.31
H 19.357 5.829 -23.995 0.11 -0.53 0.30
H 17.963 5.440 -25.009 -0.09 0.19 0.14
O 12.028 -0.222 -15.652 2.05 3.33 0.13
C 12.703 0.818 -15.536 -1.12 -2.76 0.31
O 12.649 1.864 -16.407 -0.22 -1.47 0.06
C 13.428 2.939 -15.925 -1.07 1.22 1.29
C 13.656 2.655 -14.417 1.05 -0.19 -2.07
C 13.786 1.164 -14.463 -1.23 -0.86 -0.20
H 12.756 3.796 -15.981 0.33 0.35 -0.44
H 14.350 3.095 -16.485 -0.11 -0.33 -0.09
H 12.749 2.848 -13.845 0.45 0.75 0.22
H 14.598 3.166 -14.216 -0.46 0.20 1.03
H 13.600 0.756 -13.469 -0.16 -0.54 -0.38
H 14.685 0.700 -14.869 0.29 0.46 0.17
```
Forces are in eV/Å.

Values from the calculation:
Multiplicity: 2
Lowest unoccupied orbital energy (spin up / spin down): -0.121 / -0.294 Ha
HOMO energy (spin up / spin down): -10.35 / -10.35 eV
HOMO-LUMO gap (spin up / spin down): 7.048 / 2.336 eV
Net charge: +1


Number 1: strongest force on any atom 0.93 eV Å⁻¹, DFT total energy -43544.49464 eV. Number 2: strongest force on any atom 4.09 eV Å⁻¹, DFT total energy -13048.80269 eV. Number 3: strongest force on any atom 3.91 eV Å⁻¹, DFT total energy -158860.61882 eV.